No. 1
Molecular formula: C5H6N2O
Method: DFT, ωB97M-V/def2-TZVPD

As for the total energy: -10307.5160 eV. As for the orbital gap: 9.399 eV. As for the structure (SMILES): [H]/N=C/C/C=N\C=C=O. Its charge is 0. For the HOMO energy, the calculation gives -8.53 eV. Its energy relative to the best compared isomer or geometry (same formula, charge and spin) is 48.1 kcal/mol.

Positions of all 14 atoms, in Å:
H 0.52011 2.50031 1.34305
N 0.11172 1.85725 0.66980
C 0.88004 0.98465 0.19723
C 0.33672 -0.02737 -0.76218
C -0.02154 -1.27125 0.01584
N -1.14920 -1.63372 0.45475
C -2.33247 -0.94345 0.33579
C -2.57831 0.28676 -0.05213
O -2.90253 1.35973 -0.35175
H 1.93585 0.84785 0.47118
H 1.08314 -0.27711 -1.51652
H -0.56571 0.37145 -1.23157
H 0.79406 -1.95051 0.23713
H -3.19813 -1.51228 0.66025

---

No. 2
Molecular formula: C5H6N2O
Method: DFT, ωB97M-V/def2-TZVPD

As for the total energy: -10305.0968 eV. As for the orbital gap: 9.304 eV. As for the structure (SMILES): c1ncn2c1CCO2. Its charge is 0. For the HOMO energy, the calculation gives -8.51 eV. Its energy relative to the best compared isomer or geometry (same formula, charge and spin) is 103.9 kcal/mol.

Positions of all 14 atoms, in Å:
C -1.46078 1.08768 0.00728
N -2.23504 -0.05275 0.02497
C -1.37924 -1.05119 0.09918
N -0.08918 -0.56752 -0.23352
C -0.07999 0.75868 -0.17725
C 1.25915 1.11524 0.10270
C 2.04832 -0.19204 -0.04526
O 1.08817 -1.10354 0.13868
H -1.58013 2.31086 0.25959
H -1.66858 -2.17271 0.00085
H 1.65914 1.94207 -0.62446
H 1.41475 1.35568 1.07074
H 2.85128 -0.27102 0.89512
H 2.56294 -0.30487 -1.17134

---

No. 3
Molecular formula: C5H6N2O
Method: DFT, ωB97M-V/def2-TZVPD

As for the total energy: -10306.7085 eV. As for the orbital gap: 10.229 eV. As for the structure (SMILES): O[C@@H]1Cc2n[nH]cc21. Its charge is 0. For the HOMO energy, the calculation gives -9.42 eV. Its energy relative to the best compared isomer or geometry (same formula, charge and spin) is 66.8 kcal/mol.

Positions of all 14 atoms, in Å:
O 1.26436 1.30045 -1.84090
C 1.16357 0.79901 -0.56964
C 1.47928 -0.73189 -0.20018
C 0.04236 -0.82793 0.43872
N -0.86380 -1.39894 1.18048
N -1.87437 -0.50402 1.08090
C -1.47034 0.62990 0.37161
C -0.19998 0.45344 -0.05131
H 2.17376 1.09414 -2.11433
H 1.79462 1.37145 0.06602
H 1.63237 -1.15267 -1.15131
H 2.35599 -1.02465 0.45299
H -2.72503 -0.59207 1.54318
H -2.26878 1.28564 0.16568

---

No. 4
Molecular formula: C5H6N2O
Method: DFT, ωB97M-V/def2-TZVPD

As for the total energy: -10308.8435 eV. As for the orbital gap: 8.570 eV. As for the structure (SMILES): [H]/N=C/n1cccc1O. Its charge is 0. For the HOMO energy, the calculation gives -8.01 eV. Its energy relative to the best compared isomer or geometry (same formula, charge and spin) is 17.5 kcal/mol.

Positions of all 14 atoms, in Å:
H -3.47661 0.18820 -0.01653
N -2.61051 -0.29883 -0.06643
C -1.62378 0.48295 0.12476
N -0.33535 -0.05867 -0.02132
C -0.08910 -1.42922 -0.02046
C 1.27886 -1.61695 0.03589
C 1.89606 -0.29907 0.02003
C 0.86603 0.64854 0.00988
O 0.77252 2.03669 -0.05401
H -1.61369 1.57100 0.34003
H -0.83030 -2.20812 -0.23993
H 1.78765 -2.54047 0.03479
H 2.94815 -0.01444 0.07981
H 1.65720 2.49534 -0.17243

---

No. 5
Molecular formula: C5H6N2O
Method: DFT, ωB97M-V/def2-TZVPD

As for the total energy: -10307.0569 eV. As for the orbital gap: 9.915 eV. As for the structure (SMILES): C[C@H]1[C@H]2C(=O)N=CN21. Its charge is 0. For the HOMO energy, the calculation gives -9.95 eV. Its energy relative to the best compared isomer or geometry (same formula, charge and spin) is 58.7 kcal/mol.

Positions of all 14 atoms, in Å:
C 1.27887 1.71193 0.37051
C 1.50913 0.29293 -0.20987
C 0.62294 -0.87517 0.14259
C -0.78625 -0.53413 0.69225
O -1.30365 -0.57845 1.76134
N -1.57280 -0.14187 -0.37313
C -0.75657 0.03568 -1.38772
N 0.62867 -0.45172 -1.22464
H 1.61229 1.76203 1.55741
H 0.09872 1.80693 0.24284
H 1.63269 2.60342 -0.22193
H 2.58071 -0.01657 -0.55735
H 1.09786 -1.76098 0.61876
H -1.19288 0.60044 -2.19277

---

No. 6
Molecular formula: C5H6N2O
Method: DFT, ωB97M-V/def2-TZVPD

As for the total energy: -10304.6463 eV. As for the orbital gap: 9.164 eV. Its charge is 0. For the HOMO energy, the calculation gives -8.28 eV. Its energy relative to the best compared isomer or geometry (same formula, charge and spin) is 114.3 kcal/mol.

Positions of all 14 atoms, in Å:
C 1.34931 1.13103 -1.41898
C 0.54738 0.13053 -0.52883
C -0.64321 -0.85240 1.05621
C -2.10317 -0.49472 1.29004
C -0.69889 0.12272 0.07086
H 1.97382 0.57253 -2.19856
H 0.71476 1.76959 -1.98508
H 1.93985 1.69993 -0.63990
H 2.20121 -1.26509 -0.30680
H -2.25966 0.30495 2.13628
H -2.85072 -1.40735 1.17036
N 1.29728 -0.68217 0.28478
N 0.53601 -1.34856 1.08112
O -2.00397 0.31902 -0.01148

---

No. 7
Molecular formula: C5H6N2O
Method: DFT, ωB97M-V/def2-TZVPD

As for the total energy: -10305.5608 eV. As for the orbital gap: 8.461 eV. As for the structure (SMILES): NC1=C/C(=C\O)N=C1. Its charge is 0. For the HOMO energy, the calculation gives -8.11 eV. Its energy relative to the best compared isomer or geometry (same formula, charge and spin) is 93.2 kcal/mol.

Positions of all 14 atoms, in Å:
N 2.17498 0.98549 -0.64544
C 1.11040 0.10734 -0.39079
C -0.14798 0.20961 -0.88715
C -0.86036 -0.56152 0.28130
C -2.10416 -0.80000 0.63198
O -3.13630 -0.52034 -0.24957
N 0.00314 -0.74359 1.28687
C 1.11483 -0.39104 0.93490
H 2.34506 1.11423 -1.67513
H 3.05623 1.11105 0.15209
H -0.43458 1.09364 -1.68047
H -2.24204 -1.49834 1.51991
H -2.93562 -0.01548 -0.98397
H 2.05640 -0.09104 1.70548

---

No. 8
Molecular formula: C5H6N2O
Method: DFT, ωB97M-V/def2-TZVPD

As for the total energy: -10307.9534 eV. As for the orbital gap: 10.053 eV. As for the structure (SMILES): N#C[C@H]1C[C@@H]1C(N)=O. Its charge is 0. For the HOMO energy, the calculation gives -9.75 eV. Its energy relative to the best compared isomer or geometry (same formula, charge and spin) is 38.1 kcal/mol.

Positions of all 14 atoms, in Å:
N -1.60264 -3.12850 -1.16678
C -1.22601 -2.28235 -0.48941
C -0.76753 -1.27032 0.41599
C 0.67798 -1.17689 0.56247
C 0.29448 0.00787 -0.37738
C 0.08068 1.38315 0.23273
N 0.33116 2.48680 -0.61123
O -0.37817 1.55556 1.32179
H -1.51395 -0.63274 0.94232
H 1.12259 -0.71859 1.55525
H 1.08486 -2.00025 0.07052
H 0.34910 -0.08154 -1.38260
H 1.21614 2.57701 -1.06422
H 0.33131 3.28079 -0.00946

---

No. 9
Molecular formula: C5H6N2O
Method: DFT, ωB97M-V/def2-TZVPD

As for the total energy: -10306.9535 eV. As for the orbital gap: 8.851 eV. As for the structure (SMILES): CN(C=O)/C=C/C#N. Its charge is 0. For the HOMO energy, the calculation gives -8.87 eV. Its energy relative to the best compared isomer or geometry (same formula, charge and spin) is 61.1 kcal/mol.

Positions of all 14 atoms, in Å:
C -1.05430 -0.49682 -2.26922
N -0.04326 0.05369 -1.27407
C 1.26522 0.53743 -1.58113
O 1.95409 1.13891 -0.76643
C -0.41859 -0.07706 0.00025
C 0.07693 0.09422 1.34791
C -0.69572 -0.34859 2.44792
N -1.17531 -0.85345 3.42037
H -0.59768 -0.50087 -3.22708
H -1.09450 -1.62904 -1.93657
H -2.04933 0.09964 -2.06168
H 1.85990 0.28122 -2.64686
H -1.23113 -0.63005 -0.07977
H 0.96869 0.61108 1.38485

---

No. 10
Molecular formula: C5H6N2O
Method: DFT, ωB97M-V/def2-TZVPD

As for the total energy: -10303.2001 eV. As for the orbital gap: 8.416 eV. As for the structure (SMILES): C1=NC[C@@H]2ONC=C12. Its charge is 0. For the HOMO energy, the calculation gives -7.98 eV. Its energy relative to the best compared isomer or geometry (same formula, charge and spin) is 147.7 kcal/mol.

Positions of all 14 atoms, in Å:
C -0.20053 -1.17605 1.38175
N -1.31880 -1.59536 0.79203
C -1.66725 -0.81682 -0.44788
C -0.65324 0.51521 -0.41112
O 0.41582 0.72117 -1.49994
N 1.37428 1.37799 -0.57831
C 1.51787 0.69486 0.61769
C 0.35711 -0.01512 0.62086
H 0.67162 -1.66880 2.08023
H -2.89185 -0.40999 -0.31033
H -1.41851 -1.28210 -1.43330
H -1.01227 1.54480 -0.30614
H 2.30900 1.74850 -1.30773
H 2.50332 0.60738 1.21295